(1)
Computed, not measured: a molecular structure, C36H28BrN5O4PbS5, with the ωB97M-V functional and the def2-TZVPD basis.

Output
HOMO-LUMO gap   6.472 eV
Charge   0
Energy above the lowest of the compared OMol25 structures with the same formula, charge and spin   0.00 kJ/mol
Total energy   -6721.13296 a.u.

Last column: Mulliken charge in e.
CARTESIAN COORDINATES (ANGSTROEM)
Pb1 15.60 10.03 11.77  1.204
S1 15.89 11.16 9.61  -0.280
C1 14.27 11.90 9.61  0.068
C2 13.36 11.60 8.56  -0.923
C3 12.04 12.15 8.56  -0.672
C4 11.72 13.00 9.62  -0.485
C5 12.54 13.33 10.63  -0.189
C6 13.87 12.83 10.64  0.551
S2 14.95 12.88 12.10  -0.014
C7 13.85 12.84 13.49  -1.088
C8 13.23 11.45 13.77  0.787
C9 12.34 11.37 14.85  -1.091
C10 11.72 10.17 15.11  -0.858
C11 11.89 9.15 14.22  -1.076
C12 12.71 9.32 13.13  0.749
C13 12.57 8.30 11.99  -1.741
S3 13.31 8.77 10.39  0.031
C14 14.25 7.19 10.03  0.619
C15 13.92 6.50 8.86  -0.728
C16 14.62 5.31 8.63  -0.534
C17 15.71 4.96 9.35  -0.729
C18 16.09 5.79 10.48  -0.679
C19 15.30 6.82 10.88  0.424
S4 15.93 7.69 12.25  -0.362
N1 13.52 10.33 13.01  0.635
H1 13.67 10.96 7.84  0.681
H2 11.39 11.89 7.77  0.431
H3 10.67 13.37 9.63  0.266
H4 12.18 13.94 11.44  0.345
H5 12.94 13.45 13.28  0.643
H6 14.37 13.26 14.31  0.583
H7 12.02 12.23 15.43  0.400
H8 11.14 10.10 16.00  0.493
H9 11.19 8.39 14.28  0.607
H10 11.56 8.21 11.76  0.717
H11 12.94 7.33 12.27  0.843
H12 13.14 6.84 8.15  0.420
H13 14.39 4.59 7.80  0.277
H14 16.31 4.09 9.25  0.432
H15 16.92 5.37 11.03  0.438
N2 22.17 14.51 15.12  -0.501
C20 21.09 13.67 14.86  1.331
C21 20.96 12.64 15.76  -0.832
C22 19.87 11.79 15.63  -0.484
C23 18.85 11.98 14.69  -0.368
C24 19.01 13.05 13.72  -0.480
C25 20.13 13.87 13.86  -0.929
S5 17.48 10.83 14.49  1.406
O1 17.74 9.63 15.26  -0.741
O2 16.23 11.51 14.60  -0.605
N3 17.53 10.54 12.80  -0.039
C26 18.64 9.74 12.24  0.164
N4 18.28 9.23 11.00  -0.188
C27 19.19 8.46 10.42  -0.178
C28 20.42 8.25 11.00  -0.620
C29 20.73 8.93 12.12  -0.275
N5 19.84 9.69 12.81  -0.338
H16 22.81 14.38 15.88  0.176
H17 22.42 15.25 14.41  0.206
H18 21.74 12.48 16.51  0.246
H19 19.76 10.99 16.32  0.518
H20 18.27 13.11 13.00  0.665
H21 20.21 14.72 13.16  0.244
H22 18.91 7.91 9.51  0.442
H23 21.29 7.73 10.52  0.320
H24 21.73 8.83 12.57  0.381
Br1 6.18 8.08 10.85  -0.227
C30 6.89 9.54 11.84  0.134
C31 6.06 10.29 12.69  -0.320
C32 6.60 11.32 13.41  -0.618
C33 7.93 11.66 13.22  -0.151
C34 8.69 10.98 12.34  0.030
C35 8.17 9.86 11.62  -0.595
C36 10.21 11.29 12.17  0.559
O3 10.63 12.30 12.84  -0.730
O4 10.92 10.58 11.38  -0.553
H25 5.02 9.94 12.83  0.319
H26 6.04 11.77 14.26  0.305
H27 8.41 12.42 13.79  0.531
H28 8.79 9.39 10.90  0.602


(2)
Computed, not measured: 6 unconnected molecules or ions with the total composition C36H28N4O12, with the ωB97M-V functional and the def2-TZVPD basis.

Output
HOMO-LUMO gap   7.090 eV
Charge   0
Total energy   -2509.97108 a.u.

Last column: Mulliken charge in e.
CARTESIAN COORDINATES (ANGSTROEM)
O1 2.27 3.46 6.56  -0.535
N1 3.15 2.93 5.92  0.968
O2 4.31 2.76 6.31  -0.605
C1 2.77 2.45 4.54  0.052
C2 3.51 1.34 4.02  -0.619
C3 3.15 0.87 2.79  -0.727
C4 2.13 1.54 2.07  -0.001
C5 1.39 2.58 2.61  -0.593
C6 1.69 3.01 3.86  -0.163
H1 4.43 1.02 4.49  0.467
H2 3.67 0.08 2.28  0.509
H3 1.89 1.13 1.10  0.376
H4 0.55 3.01 2.10  0.398
H5 1.00 3.73 4.28  0.478
O3 2.86 -3.16 -0.89  -0.558
N2 2.67 -1.93 -1.02  1.023
O4 3.11 -1.13 -0.23  -0.576
C7 1.97 -1.40 -2.25  -0.444
C8 1.67 -2.22 -3.37  -0.092
C9 1.13 -1.68 -4.54  -0.836
C10 0.87 -0.29 -4.62  -0.314
C11 1.13 0.55 -3.55  -0.943
C12 1.66 -0.02 -2.36  0.299
H6 1.90 -3.28 -3.33  0.632
H7 0.71 -2.25 -5.35  0.376
H8 0.58 0.24 -5.51  0.470
H9 1.03 1.61 -3.75  0.515
H10 2.07 0.72 -1.69  0.435
O5 3.53 -6.74 -2.69  -0.581
N3 2.41 -6.36 -3.16  0.991
O6 1.97 -6.52 -4.28  -0.570
C13 1.38 -5.84 -2.18  0.064
C14 0.21 -5.25 -2.63  -0.030
C15 -0.69 -4.71 -1.76  -0.444
C16 -0.44 -4.86 -0.38  -0.473
C17 0.61 -5.61 0.10  -0.682
C18 1.57 -6.03 -0.80  -0.498
H11 0.06 -5.20 -3.70  0.472
H12 -1.58 -4.18 -2.07  0.512
H13 -1.15 -4.40 0.29  0.418
H14 0.69 -5.72 1.17  0.386
H15 2.43 -6.58 -0.43  0.462
O7 0.32 -1.13 1.88  -0.570
N4 -0.55 -0.37 1.72  0.833
O8 -0.86 0.42 2.58  -0.563
C19 -1.15 -0.06 0.36  -0.361
C20 -1.93 1.12 0.04  -0.298
C21 -2.35 1.36 -1.19  -0.852
C22 -2.15 0.36 -2.14  -0.658
C23 -1.43 -0.83 -1.89  -0.592
C24 -0.98 -1.02 -0.67  0.254
H16 -2.05 1.85 0.82  0.494
H17 -2.88 2.24 -1.52  0.397
H18 -2.72 0.47 -3.05  0.728
H19 -1.14 -1.54 -2.65  0.720
H20 -0.41 -1.90 -0.44  0.341
O9 -1.72 3.56 5.30  -0.584
C25 -1.08 2.95 6.12  0.601
C26 -0.62 1.62 5.67  0.039
C27 0.10 0.83 6.58  -0.409
C28 0.24 1.06 8.04  0.080
O10 0.57 0.21 8.88  -0.578
C29 -0.26 2.40 8.42  -0.138
C30 -0.79 3.29 7.56  -0.648
H21 -0.87 1.13 4.74  0.458
H22 0.18 -0.15 6.13  0.446
H23 -0.20 2.80 9.42  0.371
H24 -1.11 4.26 7.90  0.428
O11 -3.31 3.96 -2.99  -0.541
C31 -3.46 3.62 -4.13  0.654
C32 -4.34 4.27 -5.16  -0.561
C33 -4.62 3.73 -6.36  -0.272
C34 -4.11 2.40 -6.83  0.086
O12 -4.50 1.91 -7.89  -0.540
C35 -3.01 2.01 -5.93  -0.169
C36 -2.68 2.64 -4.76  -0.143
H25 -4.87 5.15 -4.82  0.395
H26 -5.28 4.28 -7.02  0.383
H27 -2.35 1.28 -6.39  0.402
H28 -1.88 2.11 -4.27  0.351


(3)
Computed, not measured: a molecular structure, C36H29GeHgN4O4, with the ωB97M-V functional and the def2-TZVPD basis.

Output
HOMO-LUMO gap (alpha / beta)   4.015 / 5.697 eV
Charge   -2
Energy above the lowest of the compared OMol25 structures with the same formula, charge and spin   0.00 kJ/mol
Total energy   -4139.48712 a.u.
Multiplicity   2

Last column: Mulliken spin population.
CARTESIAN COORDINATES (ANGSTROEM)
Hg1 0.63 0.79 -0.28  0.003
N1 1.65 3.66 2.84  0.000
C1 1.43 2.35 3.31  0.001
C2 1.82 2.10 4.64  0.006
C3 1.62 0.84 5.16  0.006
C4 1.04 -0.14 4.37  -0.036
C5 0.67 0.21 3.09  0.006
N2 0.86 1.43 2.55  -0.001
C6 1.59 4.24 1.59  0.000
C7 1.75 5.64 1.52  0.000
C8 1.69 6.25 0.30  0.000
C9 1.47 5.48 -0.84  0.000
C10 1.34 4.11 -0.67  0.000
N3 1.41 3.50 0.51  0.000
H1 1.92 4.29 3.57  0.000
H2 2.27 2.89 5.23  0.000
H3 1.93 0.62 6.17  0.001
H4 0.89 -1.15 4.72  0.013
H5 0.18 -0.51 2.44  0.005
H6 1.92 6.21 2.43  0.000
H7 1.81 7.32 0.22  0.000
H8 1.40 5.92 -1.83  0.000
H9 1.18 3.46 -1.53  0.000
O1 4.75 0.30 0.40  0.020
C11 3.60 -0.12 0.49  -0.002
O2 2.66 0.21 -0.34  0.006
C12 3.26 -1.08 1.59  0.136
C13 2.26 -2.05 1.46  -0.048
C14 2.00 -2.98 2.45  0.147
C15 2.75 -2.95 3.65  -0.055
C16 3.76 -1.97 3.79  0.145
C17 4.01 -1.08 2.77  -0.064
N4 2.51 -3.85 4.67  0.215
O3 3.20 -3.78 5.74  0.216
O4 1.58 -4.72 4.52  0.227
H10 1.67 -2.07 0.55  -0.018
H11 1.24 -3.73 2.35  0.034
H12 4.33 -1.95 4.72  0.038
H13 4.79 -0.34 2.87  -0.001
C18 -1.42 0.94 -0.52  -0.001
Ge1 -1.87 -0.42 -1.76  -0.001
C19 -1.39 -2.31 -1.48  0.002
C20 -2.22 -3.18 -0.76  -0.001
C21 -1.79 -4.44 -0.38  0.001
C22 -0.51 -4.87 -0.71  -0.001
C23 0.33 -4.02 -1.41  0.001
C24 -0.10 -2.76 -1.78  -0.002
C25 -1.14 0.09 -3.53  0.000
C26 -0.94 1.45 -3.79  0.000
C27 -0.44 1.88 -5.01  0.000
C28 -0.12 0.96 -6.00  0.000
C29 -0.30 -0.40 -5.76  0.000
C30 -0.81 -0.82 -4.54  0.000
C31 -3.85 -0.39 -2.01  0.000
C32 -4.54 0.76 -1.63  0.000
C33 -5.92 0.85 -1.75  0.000
C34 -6.65 -0.23 -2.25  0.000
C35 -5.98 -1.38 -2.63  0.000
C36 -4.60 -1.46 -2.51  0.000
H14 -1.78 0.64 0.48  0.000
H15 -3.22 -2.86 -0.48  0.000
H16 -2.44 -5.09 0.20  0.000
H17 -0.16 -5.84 -0.39  0.001
H18 1.34 -4.34 -1.65  0.000
H19 0.59 -2.09 -2.29  -0.001
H20 -1.18 2.16 -3.01  0.000
H21 -0.29 2.94 -5.19  0.000
H22 0.29 1.29 -6.95  0.000
H23 -0.04 -1.12 -6.52  0.000
H24 -0.95 -1.88 -4.36  0.000
H25 -3.96 1.59 -1.23  0.000
H26 -6.44 1.75 -1.45  0.000
H27 -7.73 -0.17 -2.33  0.000
H28 -6.54 -2.23 -3.02  0.000
H29 -4.09 -2.37 -2.81  0.000